39
Properties=species:S:1:pos:R:3:lowdin_charge:R:1 method="wB97M-V/def2-TZVPD" largest_force_ev_per_a=0.56 total_charge=+1 spin_multiplicity=1 smiles=C[C@@H](Cl)[C@H](Cl)[C@@H]1O[C@@H](CCO)[C@@H](C(F)(F)C(F)F)[NH2+][C@@H]1O e_lumo_ev=-2.788 orbital_gap_ev=11.02
C -2.02 -3.99 1.48 -0.1328
C -0.91 -3.46 0.59 -0.7496
Cl -1.07 -4.12 -1.06 0.6785
C -0.82 -1.94 0.56 -0.5781
Cl -2.44 -1.21 0.20 0.7443
C 0.35 -1.42 -0.31 -0.2655
O 1.36 -0.80 0.48 -0.0385
C 1.25 0.59 0.83 -0.2294
C 2.48 1.36 0.34 -0.0802
C 2.85 1.17 -1.12 -0.1956
O 1.90 1.77 -2.01 -0.0814
C -0.13 1.13 0.42 -0.1111
C -0.35 2.63 0.69 -0.4226
F 0.28 2.95 1.82 0.1701
F 0.18 3.37 -0.32 0.1199
C -1.86 3.00 0.81 -0.3145
F -2.04 4.27 0.46 0.1327
F -2.22 2.83 2.09 0.1262
N -0.46 0.83 -1.01 0.1614
C 0.09 -0.51 -1.51 -0.2833
O -0.81 -1.05 -2.40 0.0345
H -2.98 -4.01 0.95 0.0709
H -1.79 -5.01 1.79 0.0892
H -2.13 -3.37 2.38 0.0873
H 0.06 -3.80 0.96 0.1190
H -0.59 -1.62 1.58 0.1227
H 0.84 -2.30 -0.74 0.1492
H 1.25 0.64 1.92 0.1688
H 2.33 2.43 0.54 0.1250
H 3.33 1.05 0.96 0.1414
H 3.86 1.53 -1.32 0.1349
H 2.84 0.10 -1.37 0.1196
H 1.90 2.73 -1.85 0.1049
H -0.89 0.62 1.02 0.1246
H -2.50 2.36 0.19 0.1680
H -1.47 0.74 -1.12 0.1375
H -0.10 1.57 -1.62 0.1621
H 1.05 -0.28 -1.97 0.1469
H -0.61 -0.78 -3.31 0.1430